The following is a DFT calculation (the ωB97M-V functional and the def2-TZVPD basis) of a structure of composition C30H37BrCoN7OS.

Calculated values
* net charge: -1
* maximum force: 0.6 eV/Å
* 2S+1: 4
* LUMO energy (alpha / beta): 2.5 / 2.5 eV
* <S²>: 3.839
* energy above the lowest of the compared OMol25 structures with the same formula, charge and spin: 0.0 kcal per mole

Each line ends with the Mulliken charge.
Geometry (Å):
Co  -0.43100  -0.39208  0.21076  0.324
O  5.54944  1.45622  0.37095  -0.583
C  4.24755  1.05105  0.30301  0.879
C  3.86460  -0.24951  0.63589  -0.580
C  2.53594  -0.58181  0.53693  -0.603
N  1.58646  0.28640  0.12853  0.473
C  1.98684  1.50275  -0.17325  -0.679
Br  0.88405  3.19987  -2.13687  -0.662
C  3.29030  1.95900  -0.10841  -0.316
H  6.09397  0.70383  0.62948  0.287
H  4.58702  -0.99577  0.94400  0.316
H  2.18599  -1.57304  0.78932  -0.037
H  3.54531  2.96583  -0.40544  0.525
C  -2.37680  -2.75635  3.45831  -0.918
N  -2.63726  -1.36643  3.17870  0.351
C  -3.97176  -0.80688  3.27838  -0.764
C  -3.75148  0.63341  2.80175  -0.124
N  -2.32680  0.80542  3.04962  -0.291
C  -1.70886  -0.40562  3.04226  0.277
S  -0.05693  -0.62833  2.83459  -0.364
H  -2.94573  -3.39466  2.78059  0.411
H  -2.65234  -2.99409  4.49146  0.346
H  -1.31835  -2.95327  3.30852  -0.054
H  -4.33688  -0.85515  4.31178  0.346
H  -4.66688  -1.35689  2.64191  0.380
H  -4.34648  1.35244  3.36304  0.419
H  -3.97097  0.73856  1.73484  -0.134
H  -1.81368  1.56934  2.61786  0.404
C  -0.17488  4.98892  0.80985  -0.485
C  0.43043  3.83446  1.59130  -0.334
N  -0.38888  2.62354  1.45716  0.050
C  -1.35843  2.51310  0.47414  -0.489
N  -1.55784  1.35236  -0.03383  0.978
C  -2.60514  1.23622  -1.04272  -1.032
C  -2.78165  2.53177  -1.81347  -0.739
C  -3.07330  3.65554  -0.83951  -0.704
N  -2.09965  3.63598  0.24407  0.515
C  -1.68846  4.87858  0.87198  -0.874
H  0.13345  4.91942  -0.23610  0.088
H  0.16948  5.93987  1.22107  0.467
H  0.48806  4.08456  2.65471  0.456
H  1.43899  3.62321  1.22880  -0.015
H  0.15722  1.76378  1.47530  -0.309
H  -3.55114  0.92843  -0.57212  0.302
H  -2.32601  0.43124  -1.72311  0.249
H  -3.58909  2.44919  -2.54416  0.456
H  -1.84775  2.74554  -2.33771  0.101
H  -4.08929  3.55687  -0.43250  0.265
H  -3.01339  4.62787  -1.33496  0.448
H  -2.03954  4.92539  1.91196  0.255
H  -2.17263  5.69351  0.33282  0.469
N  -0.80569  -2.13448  -0.73703  -0.882
C  0.11633  -3.03716  -0.34322  -0.155
C  -0.14500  -3.95100  0.79885  0.294
C  -1.28457  -4.76340  0.79722  -0.167
C  -1.55489  -5.63854  1.83730  -0.716
C  -0.67984  -5.73664  2.91458  -0.495
C  0.45975  -4.94454  2.93285  -0.859
C  0.71340  -4.05853  1.89320  0.318
C  1.28948  -3.22235  -1.17234  1.069
C  1.53191  -2.38934  -2.28838  -0.634
C  2.66454  -2.53364  -3.06452  -0.620
C  3.61971  -3.50688  -2.77738  -0.535
C  3.39138  -4.34755  -1.69507  -0.840
C  2.25384  -4.21729  -0.91327  -0.164
H  -1.96629  -4.69275  -0.04272  0.359
H  -2.44488  -6.25636  1.80126  0.385
H  -0.88306  -6.42390  3.72693  0.357
H  1.14893  -4.99982  3.76718  0.398
H  1.59268  -3.42654  1.93168  0.185
H  0.82108  -1.60724  -2.51462  0.398
H  2.81186  -1.85732  -3.89891  0.382
H  4.51146  -3.60750  -3.38301  0.384
H  4.10770  -5.12565  -1.45260  0.382
H  2.10827  -4.89936  -0.08460  0.406
C  -1.92310  -1.83383  -0.03156  -0.226
H  -2.20334  -2.44525  0.82857  -0.280
H  -2.75373  -1.43758  -0.60550  0.508

***

The following is a DFT calculation (the ωB97M-V functional and the def2-TZVPD basis) of a cluster of 3 separate species, C6H20N5 in total at a distorted geometry.

Calculated values
* net charge: +1
* maximum force: 10.6 eV/Å
* 2S+1: 3
* LUMO energy (alpha / beta): -2.5 / -8.0 eV
* <S²>: 2.010
* energy above the lowest of the compared OMol25 structures with the same formula, charge and spin: 0.0 kcal per mole

Each line ends with the Mulliken charge.
Geometry (Å):
C  3.08250  1.52379  -1.94622  -1.050
C  2.53333  -1.77131  1.47181  -1.354
C  2.03559  1.23024  -0.82927  -0.323
C  2.96437  -0.40863  0.94706  -0.318
C  -1.30018  -1.23021  -0.90989  -0.228
C  -4.04521  0.79383  0.57549  0.015
N  -2.57550  -1.42754  -0.84321  -0.383
N  -0.62004  -0.73466  0.00969  -0.184
N  -3.01879  0.66465  1.27539  -0.535
N  -5.23005  1.48564  0.81411  -0.395
N  2.04541  -0.17585  -0.24459  -0.090
H  4.07636  1.80427  -1.46291  0.313
H  3.25643  0.66781  -2.58952  0.352
H  2.68091  2.34258  -2.59861  0.337
H  3.17964  -2.06439  2.26527  0.409
H  1.48965  -1.82321  1.85890  0.373
H  2.70723  -2.51802  0.76369  0.402
H  0.97566  1.37137  -1.18808  0.351
H  2.31167  2.09298  -0.13402  0.270
H  3.95258  -0.53960  0.60386  0.328
H  2.96452  0.29107  1.79178  0.367
H  -4.14310  0.30169  -0.34203  0.343
H  -3.13002  -1.87156  -1.60316  0.213
H  -2.90502  -1.30679  0.09761  0.234
H  0.55241  -0.59229  0.00865  0.003
H  -1.04007  -0.33570  0.83406  0.282
H  -0.75859  -1.74267  -1.68023  0.299
H  -2.90288  1.23243  2.11693  0.172
H  -5.44757  2.07158  1.68695  0.215
H  -5.92126  1.58822  0.13318  0.207
H  2.23005  -0.91971  -0.88269  0.377

***

The following is a DFT calculation (the ωB97M-V functional and the def2-TZVPD basis) of a structure of composition C46H54BN7O18SSi at a distorted geometry.

Calculated values
* net charge: 0
* maximum force: 3.6 eV/Å
* 2S+1: 1
* LUMO energy: -0.7 eV

Each line ends with the Mulliken charge.
Geometry (Å):
C  -2.41736  -0.59294  -1.79479  -0.926
Si  -3.14417  -1.73431  -0.45879  0.204
C  -4.65130  -2.60258  -1.27223  -1.188
C  -3.87840  -0.71552  0.97662  -0.823
C  -1.97526  -3.13898  0.09913  0.487
O  -2.72941  -4.10198  0.86022  -0.539
S  -1.52376  -5.14880  1.35565  1.010
O  -1.11567  -5.96169  0.19412  -0.577
O  -1.91012  -6.05154  2.45133  -0.610
O  -0.47938  -3.94120  1.77106  -0.555
C  -0.58527  -2.82966  0.78088  0.403
C  -0.40680  -1.58491  1.69803  -0.713
C  0.45063  -0.50272  0.95107  0.933
C  0.34232  0.92463  1.64934  -1.020
C  -0.19093  1.97629  0.63314  1.165
C  0.89785  2.54346  -0.31979  -0.550
N  1.04797  1.78367  -1.58314  -0.253
B  0.66549  -3.17518  -0.22483  1.111
O  0.61762  -2.76885  -1.56592  -0.481
O  1.75339  -3.88513  0.33106  -0.523
H  -2.09210  -1.16913  -2.68129  0.290
H  -1.61436  0.08469  -1.45445  0.290
H  -3.25177  0.06545  -2.11913  0.351
H  -5.39013  -1.85669  -1.61397  0.318
H  -4.35070  -3.28469  -2.08724  0.327
H  -5.12416  -3.19184  -0.46037  0.290
H  -4.69704  -0.10641  0.53234  0.475
H  -4.35437  -1.38446  1.71497  0.238
H  -3.17160  0.00384  1.41966  0.143
H  -1.70703  -3.63395  -0.86654  0.441
H  0.14069  -1.84226  2.62559  0.360
H  -1.34056  -1.10092  2.01973  -0.431
H  1.52586  -0.75996  0.93955  0.268
H  0.00682  -0.39047  -0.05639  -0.967
H  -0.36233  0.78350  2.49253  0.222
H  1.34766  1.18317  2.03398  0.486
H  -0.59763  2.82089  1.22130  -0.961
H  -1.00385  1.48320  0.05904  -0.080
H  1.86246  2.57888  0.22604  0.237
H  0.66333  3.59025  -0.59903  0.353
H  2.03890  1.72855  -1.80116  0.213
H  0.76064  0.81608  -1.48702  0.028
H  0.31128  -1.85763  -1.55763  0.198
H  2.12734  -3.28559  0.98171  0.331
C  1.95706  3.59591  -5.21237  -0.452
C  0.84579  2.89612  -4.75691  -0.110
C  -0.22138  2.65998  -5.61202  -0.632
C  -0.16041  3.12564  -6.91854  0.022
C  0.94150  3.83144  -7.38073  -0.426
C  2.00358  4.06633  -6.51985  -0.474
N  -1.27286  2.85757  -7.82885  1.030
O  -2.22979  2.25549  -7.39112  -0.613
O  -1.17614  3.24958  -8.97215  -0.619
H  2.79188  3.77453  -4.54516  0.404
H  0.81216  2.53089  -3.73535  0.542
H  -1.08319  2.11502  -5.25303  0.541
H  0.98483  4.19697  -8.39709  0.444
H  2.86996  4.61311  -6.86901  0.393
C  -5.45691  -2.32876  7.54251  -0.484
C  -5.94439  -1.30737  6.73867  -0.519
C  -5.13263  -0.74000  5.76929  -0.032
C  -3.83668  -1.20890  5.61336  -0.366
C  -3.33721  -2.22580  6.41393  -0.251
C  -4.15513  -2.78562  7.38343  -0.574
N  -2.98581  -0.62912  4.58022  1.235
O  -3.44394  0.27016  3.90785  -0.581
O  -1.86738  -1.08360  4.44692  -0.616
H  -6.09508  -2.77222  8.29689  0.405
H  -6.95874  -0.95351  6.86750  0.389
H  -5.51706  0.05649  5.14799  0.475
H  -2.32523  -2.58698  6.29302  0.479
H  -3.77851  -3.58023  8.01410  0.410
C  0.14283  1.16069  11.32229  -0.409
C  -0.96095  0.43922  11.76123  -0.484
C  -2.02579  0.20751  10.90282  -0.321
C  -1.96950  0.70076  9.60666  0.123
C  -0.87576  1.42845  9.15945  -0.319
C  0.18375  1.65797  10.02518  -0.501
N  -3.07783  0.43878  8.69107  1.094
O  -4.02757  -0.18463  9.11558  -0.558
O  -2.98245  0.85583  7.55619  -0.601
H  0.97485  1.33519  11.99339  0.375
H  -0.98987  0.05479  12.77224  0.371
H  -2.88141  -0.35434  11.25024  0.433
H  -0.83659  1.81527  8.15059  0.465
H  1.04351  2.22156  9.68787  0.374
C  3.79749  -5.07868  -5.93483  -0.439
C  3.60000  -4.17451  -6.97220  -0.501
C  3.29254  -2.85141  -6.69200  -0.004
C  3.19037  -2.44523  -5.36792  -0.772
C  3.37741  -3.34204  -4.32502  0.044
C  3.68180  -4.66439  -4.61309  -0.680
N  2.89219  -1.04517  -5.06651  1.227
O  2.71763  -0.29079  -5.99914  -0.616
O  2.84141  -0.71480  -3.90001  -0.623
H  4.04264  -6.10991  -6.15732  0.410
H  3.68913  -4.50112  -7.99986  0.417
H  3.14106  -2.15357  -7.50381  0.496
H  3.29195  -3.02667  -3.29391  0.583
H  3.83196  -5.37119  -3.80773  0.458
C  -4.29935  7.96133  0.73796  -0.373
C  -2.98857  8.07848  0.29115  -0.508
C  -2.04299  7.13130  0.65566  -0.341
C  -2.42559  6.07018  1.46449  0.059
C  -3.72977  5.94655  1.92248  -0.254
C  -4.66849  6.89971  1.55545  -0.528
N  -1.43910  5.05678  1.83128  1.080
O  -0.30302  5.20085  1.43152  -0.603
O  -1.81217  4.12406  2.51257  -0.633
H  -5.03637  8.69969  0.44703  0.377
H  -2.70463  8.90705  -0.34407  0.372
H  -1.02513  7.22799  0.30477  0.438
H  -4.02380  5.12128  2.55605  0.502
H  -5.68926  6.81339  1.90352  0.372
C  6.84069  -1.08148  -6.56132  -0.439
C  8.14308  -0.92357  -7.02046  -0.488
C  9.11893  -1.84719  -6.67411  -0.403
C  8.77529  -2.92593  -5.87094  -0.080
C  7.47993  -3.08968  -5.40078  -0.592
C  6.51070  -2.16024  -5.74964  0.080
N  9.79498  -3.91476  -5.52343  1.028
O  10.92086  -3.73346  -5.93366  -0.615
O  9.45641  -4.86192  -4.84748  -0.612
H  6.07907  -0.36148  -6.83796  0.472
H  8.39705  -0.08168  -7.65112  0.384
H  10.12992  -1.71888  -7.03444  0.456
H  7.21538  -3.92821  -4.77147  0.528
H  5.49802  -2.27743  -5.39238  0.287

***

The following is a DFT calculation (the ωB97M-V functional and the def2-TZVPD basis) of a structure of composition C5H7BrO3S at a distorted geometry.

Calculated values
* net charge: 0
* maximum force: 5.3 eV/Å
* 2S+1: 1
* LUMO energy (alpha / beta): -1.1 / -1.9 eV
* energy above the lowest of the compared OMol25 structures with the same formula, charge and spin: 110.5 kcal per mole

Each line ends with the Mulliken charge.
Geometry (Å):
C  0.94874  1.35078  -2.54103  -0.405
C  -0.60005  0.84002  -1.31835  -0.302
C  0.02991  -0.06397  -0.30661  1.562
C  -0.98901  -1.15518  0.18087  -1.604
C  0.58837  0.69532  0.79485  -1.739
O  2.73895  -0.54066  -2.71473  -0.619
O  2.95680  0.98602  -0.81742  -0.594
O  1.11627  -0.68173  -0.98696  -0.430
S  2.14601  0.32261  -1.76020  1.204
Br  -1.88440  2.04570  -0.95083  -0.016
H  0.70625  1.07810  -3.55425  0.387
H  -1.53697  -0.71233  0.93342  0.441
H  -0.27763  -1.93155  0.51522  0.386
H  -1.62082  -1.56329  -0.56406  0.399
H  -0.20056  0.86708  1.62270  0.321
H  1.12147  1.49773  0.43655  0.550
H  1.46277  0.16435  1.13717  0.460

***

Number 1: electronic energy -162694.41319 eV. Number 2: electronic energy -13983.72351 eV. Number 3: electronic energy -115237.98833 eV. Number 4: electronic energy -92312.03683 eV.